Molecular formula: H39O19
Method: DFT, ωB97M-V/def2-TZVPD

The value obtained for the gap between HOMO and LUMO is 10.87 eV. Its total energy is -1452.720239 Eh. The strongest force on any atom comes out at 0.062 hartree/bohr. The calculation puts the energy relative to the best compared isomer or geometry (same formula, charge and spin) at 0.488 eV. The spin multiplicity is 1. The total charge is +1.

```
58
Properties=species:S:1:pos:R:3:forces:R:3:nbo_charge:R:1
O -1.95425 3.65880 1.22281 -1.5024 0.0002 -0.1506 -0.99
H -2.47612 2.94467 1.64590 0.3099 -0.3268 0.0409 0.52
H -2.70217 4.09209 0.78732 0.5982 0.5390 -0.2031 0.50
O -1.88996 -0.96781 -3.18583 -0.0246 -0.0431 0.0412 -0.98
H -1.63157 -1.55222 -2.46417 0.2093 -0.0481 0.1629 0.49
H -2.84093 -1.13212 -3.23942 0.0582 0.1526 -0.2272 0.49
O 0.28089 1.21313 4.16727 0.9269 -0.6432 0.7482 -1.01
H 0.22252 1.90754 3.50463 -0.7908 0.1166 -0.3509 0.51
H -0.55994 0.91543 4.52067 -0.3420 0.6129 -0.4355 0.49
O 0.15801 1.42708 -4.03981 -0.2138 -0.4164 -3.1747 -0.95
H -0.63218 1.30663 -3.51541 0.4042 0.4665 0.7110 0.52
H 0.96642 1.81551 -3.69264 -0.1350 0.2116 1.1750 0.54
O -1.45561 -3.84941 -0.35786 0.3309 0.2486 0.0784 -0.97
H -1.00274 -3.45719 0.40390 0.0660 -0.2938 0.1758 0.48
H -0.79698 -3.69226 -1.05379 0.0462 -0.1763 -0.1236 0.50
O -0.51492 1.84556 -1.25475 -0.8806 0.6838 0.5894 -0.96
H -1.45863 1.66369 -1.25341 -0.4914 -0.3935 -0.5256 0.48
H -0.52857 2.24709 -0.36453 0.8777 -0.1766 -0.1050 0.52
O 0.98505 -1.45138 4.29596 0.3343 0.3866 0.3095 -0.96
H 0.90030 -0.57666 4.71135 -0.1719 -0.1189 -0.1656 0.50
H 1.90763 -1.43029 4.02790 0.1642 -0.4337 0.0109 0.47
O -0.87636 0.32305 1.13974 -0.2347 -0.2434 -0.0539 -1.01
H 0.03971 0.30514 1.43913 -0.0157 -0.0576 0.0612 0.49
O 2.23616 2.18235 -0.25976 0.7748 -0.7708 -0.5504 -0.97
H 1.92063 2.95786 0.17358 -0.5753 0.7616 0.6790 0.50
H 2.06888 1.45137 0.34104 -0.4284 0.1898 0.0375 0.48
O 1.80372 -2.47466 0.91601 -0.1812 -1.0712 -0.0634 -0.96
H 2.39430 -2.51500 1.67266 0.4693 -0.0339 -0.2909 0.47
H 1.67798 -3.41178 -1.16135 0.3893 0.2679 0.7342 0.51
O -0.80927 -2.30983 2.48188 -0.1713 -0.1170 -0.4135 -1.00
H -0.88914 -2.79463 3.31144 0.2822 0.0685 -0.0219 0.50
H -0.29082 -1.52228 2.70474 -0.1180 -0.2301 0.5741 0.50
O 0.31181 2.89078 1.89679 0.1880 0.7803 0.1303 -1.02
H 0.89144 3.54998 2.30474 -0.0671 -0.0560 -0.0520 0.48
H -0.52381 3.40866 1.66728 0.8052 -0.5547 0.1839 0.52
O 0.92704 -0.12558 -2.26398 -0.0711 -1.0648 1.2638 -1.03
H 0.98227 -2.30528 1.38647 -0.4954 -0.1734 -0.2198 0.47
H 0.21714 0.41155 -1.83155 0.6115 -0.1261 -0.0008 0.52
O 2.40651 -0.34522 1.81121 0.2460 1.1922 -0.3242 -0.94
H 2.40472 0.11163 2.64217 -0.2322 0.5370 1.0746 0.48
H 2.94136 0.26155 1.28140 0.3964 -0.5127 -0.0781 0.47
O -2.79095 -1.67719 0.58305 -0.7857 -1.4116 0.7929 -0.99
H -2.63447 -2.61161 0.31764 0.5209 0.6366 -1.4039 0.50
H -3.15079 -2.00639 1.42792 -0.0664 1.2774 0.3231 0.48
O -3.54537 1.54790 1.60778 0.2531 0.0057 0.1326 -0.98
H -2.98396 0.79456 1.37799 -0.0437 -0.0308 0.0008 0.51
H -4.45430 1.32090 1.41722 -0.2036 -0.1707 -0.0417 0.49
O 0.90752 -0.89365 -4.70625 -1.7711 0.6862 -0.3819 -0.80
H 0.60162 0.15182 -4.66767 0.3971 0.1538 0.3980 0.54
H -0.01500 -1.24187 -4.75178 0.3033 -0.5151 -0.4164 0.53
O 1.08310 -2.94305 -1.73545 -1.1611 -0.1354 -1.3428 -1.00
H 1.02319 -2.00464 -1.52269 0.5041 -0.0837 0.4404 0.50
H 1.03684 -0.97420 -3.73054 0.6194 0.1076 0.8813 0.55
O 2.83098 1.70071 -2.82253 0.5571 1.0498 -0.1860 -0.99
H 3.57582 2.14292 -3.25251 0.0055 -0.4560 -0.4940 0.49
H 2.80042 2.24170 -2.01288 -0.5114 -0.5106 0.3063 0.51
H 1.75278 0.20582 -1.88726 0.0068 0.0523 -0.2356 0.51
H -1.18872 -0.59592 1.02275 0.0300 0.2109 -0.0243 0.51
```
Positions in Å, forces in eV/Å.